# 1
Below is a cluster of 2 separate species, C24H27F6N3O2 in total, with properties calculated with the ωB97M-V functional and the def2-TZVPD basis.

Calculated values
- molecular weight (g/mol) = 503.487
- frontier orbital gap (eV) = 5.8
- charge = 0
- multiplicity = 1

Each line ends with the Löwdin charge.
Atoms and positions in Å:
C 4.39 1.61 4.78  -0.0596
N 4.43 0.34 4.10  -0.1591
C 5.75 -0.11 3.68  -0.0529
C 5.97 0.33 2.26  -0.5297
F 7.19 0.00 1.75  0.1247
F 5.01 -0.21 1.44  0.1098
F 5.83 1.70 2.16  0.1084
C 3.29 -0.37 3.81  -0.2429
C 3.28 -1.79 3.88  -0.0068
C 2.13 -2.48 3.54  -0.0409
C 1.05 -1.82 2.94  -0.1936
C -0.09 -2.65 2.37  -0.1960
C -1.50 -2.08 2.49  -0.1562
C -2.52 -2.78 1.84  -0.0548
C -3.73 -2.17 1.56  -0.0018
C -4.04 -0.92 2.15  -0.2367
N -5.23 -0.25 1.91  -0.1544
C -5.91 -0.37 0.63  -0.0597
C -6.11 0.11 3.02  -0.0518
C -5.91 1.51 3.56  -0.5348
F -7.04 2.00 4.15  0.1073
F -4.92 1.55 4.51  0.0823
F -5.55 2.38 2.57  0.1152
C -3.09 -0.34 3.02  -0.0005
C -1.83 -0.91 3.17  -0.0307
C 1.10 -0.43 2.78  -0.0362
C 2.13 0.29 3.36  0.0088
H 3.62 1.60 5.57  0.0997
H 5.36 1.78 5.25  0.0892
H 4.17 2.44 4.10  0.0861
H 6.50 0.38 4.31  0.1382
H 5.81 -1.20 3.71  0.1283
H 4.16 -2.31 4.26  0.1115
H 2.08 -3.56 3.72  0.1227
H -0.08 -3.63 2.87  0.1637
H -2.38 -3.82 1.53  0.0943
H -4.47 -2.66 0.92  0.1119
H -5.27 -0.85 -0.11  0.0871
H -6.84 -0.95 0.74  0.0876
H -6.18 0.63 0.26  0.0906
H -7.15 0.07 2.67  0.1371
H -5.93 -0.56 3.87  0.1517
H -3.34 0.58 3.52  0.0955
H -1.11 -0.40 3.81  0.1070
H 0.31 0.09 2.24  0.1196
H 2.10 1.39 3.41  0.1149
O -0.22 -3.88 -3.61  0.1892
C -0.90 -3.12 -3.03  -0.3876
C -0.64 -4.03 0.40  -0.2445
C 0.21 -5.15 0.05  -0.2514
C 1.63 -4.70 0.48  -0.1585
C 1.56 -3.19 0.47  -0.0915
N 0.15 -2.91 0.96  -0.0975
O -1.56 -2.36 -2.42  0.1698
H -1.42 -3.68 -0.28  0.0647
H -0.08 -6.08 0.54  0.0876
H 0.15 -5.33 -1.04  0.0898
H 1.85 -5.08 1.48  0.1031
H 2.40 -5.07 -0.20  0.1109
H 2.30 -2.68 1.09  0.1068
H 1.59 -2.80 -0.55  0.1350
H -0.21 -2.08 0.46  0.1797

***

# 2
Below is a structure of composition C24H27InN6O6S3Se2, with properties calculated with the ωB97M-V functional and the def2-TZVPD basis.

Calculated values
- molecular weight (g/mol) = 864.455
- frontier orbital gap (eV) = 4.1
- charge = 0
- multiplicity = 1

Each line ends with the Löwdin charge.
Atoms and positions in Å:
In -0.36 0.10 -0.61  0.6041
N 1.55 -3.74 -1.94  0.1333
C 1.11 -2.48 -1.91  -0.0936
N 0.55 -2.01 -0.85  0.0617
C 0.53 -2.76 0.31  -0.2279
N -0.01 -2.25 1.42  0.0874
N -0.59 -1.11 1.19  -0.0880
C -1.24 -0.49 2.18  -0.0055
C -1.68 0.83 2.04  -0.2537
C -2.27 1.58 3.11  0.0426
C -2.49 2.98 2.90  -0.0347
C -2.22 3.55 1.68  -0.0132
C -1.82 2.71 0.61  -0.0301
N -1.63 1.39 0.79  0.0458
C 1.06 -4.10 0.35  -0.0937
C 1.28 -4.76 1.58  -0.0010
C 2.16 -5.82 1.64  -0.0375
C 2.81 -6.27 0.44  -0.0382
C 2.55 -5.68 -0.78  -0.0010
C 1.65 -4.59 -0.82  -0.1504
H 1.92 -4.15 -2.85  0.1996
H 1.32 -1.88 -2.80  0.1442
H -1.24 -1.00 3.15  0.1524
H -2.25 1.17 4.12  0.1213
H -2.78 3.66 3.77  0.1444
H -2.24 4.63 1.53  0.1265
H -1.61 3.05 -0.38  0.1247
H 0.76 -4.35 2.45  0.1251
H 2.29 -6.45 2.51  0.1132
H 3.56 -7.06 0.55  0.1173
H 3.05 -6.01 -1.69  0.1201
C 4.14 -1.48 1.39  -0.4131
Se 3.46 -1.43 3.21  0.8560
C 4.07 0.34 3.85  -0.5710
C 3.43 1.54 3.12  -0.5811
Se 2.45 2.71 4.40  0.8671
C 1.69 3.91 3.08  -0.4268
H 5.09 -2.05 1.42  0.0248
H 4.32 -0.47 1.01  0.0210
H 3.38 -1.99 0.83  -0.0309
H 5.19 0.36 3.76  0.0817
H 3.72 0.33 4.85  0.0065
H 2.73 1.30 2.30  0.0048
H 4.25 2.17 2.72  0.0750
H 1.76 3.43 2.10  0.0039
H 2.24 4.87 3.17  0.0235
H 0.62 4.11 3.36  0.0122
N -2.04 -0.69 -2.09  0.0373
C -2.74 0.38 -2.76  -0.3181
C -3.78 0.95 -2.00  -0.0566
C -4.57 1.99 -2.50  -0.0306
C -4.36 2.32 -3.85  -0.2655
C -3.35 1.75 -4.62  -0.0351
C -2.52 0.82 -4.08  -0.0365
S -5.22 3.73 -4.42  0.4050
O -4.99 4.55 -3.24  -0.3732
O -4.64 4.19 -5.69  -0.3581
O -6.60 3.28 -4.44  -0.3534
H -1.58 -1.35 -2.72  0.1056
H -2.63 -1.19 -1.38  0.1242
H -4.00 0.45 -1.06  0.0967
H -5.23 2.56 -1.81  0.1345
H -3.27 2.11 -5.67  0.1294
H -1.73 0.34 -4.60  0.1046
O 1.84 2.89 -2.87  -0.3227
S 1.43 1.57 -2.47  0.2194
O 1.90 0.39 -3.23  -0.4132
O -0.11 1.44 -2.23  -0.5179
S 1.90 1.19 -0.49  0.3749

***

Among the records above, which one has the highest frontier orbital gap?
C24H27F6N3O2

***

What is the charge in the first record?
0

***

Look up the molecular weight of the first one.
503.487 g/mol